Record 1
Here is a 2-piece molecular cluster, C5H8N2 overall from the Open Molecules 2025 dataset. Energies are from wB97M-V/def2-TZVPD.

- Charge: 0
- HOMO-LUMO gap: 10.29 eV
- E_LUMO: 1.2 eV
- ΔE to the lowest compared entry with this formula, charge and spin: 490.7 kJ/mol

Positions of all 15 atoms, in Å:
N1 1.886 0.300 -0.494
C1 1.418 -0.299 0.711
C2 0.411 0.291 1.544
N2 1.550 0.404 2.066
C3 -1.061 -0.918 -0.893
C4 -1.523 0.498 -1.024
C5 -2.068 -0.595 -0.152
H1 2.896 0.220 -0.557
H2 1.649 1.285 -0.539
H3 1.579 -1.377 0.729
H4 -0.320 -1.628 -1.225
H5 -0.924 1.310 -0.590
H6 -2.071 0.807 -1.916
H7 -2.797 -0.855 0.601
H8 -0.625 0.556 1.737

Here are the Löwdin charges for atoms 1 to 2, given in e: 0.05, -0.41

---

Record 2
Here is C14H17Cl2IrN as an isolated structure at a distorted geometry from the Open Molecules 2025 dataset. Energies are from wB97M-V/def2-TZVPD.

- Charge: 0
- HOMO-LUMO gap (alpha / beta): 5.69 / 6.27 eV
- E_LUMO (alpha / beta): -0.1 / -2.2 eV
- ΔE to the lowest compared entry with this formula, charge and spin: 0.0 kJ/mol
- 2S+1: 6

Positions of all 35 atoms, in Å:
Ir1 1.436 -0.115 -1.070
Cl1 0.959 -2.363 -1.021
Cl2 2.155 1.705 0.029
C1 3.254 -0.615 -0.988
H1 4.117 0.116 -0.912
H2 3.594 -1.602 -1.398
C2 -1.110 1.138 -2.140
C3 0.039 0.469 -2.351
H3 -1.157 1.766 -1.245
C4 0.313 -0.378 -3.577
H4 1.081 1.227 -2.066
C5 -0.720 -0.214 -4.690
H5 1.322 -0.150 -3.932
H6 0.351 -1.439 -3.267
C6 -2.120 -0.063 -4.069
H7 -0.473 0.689 -5.272
H8 -0.677 -1.110 -5.320
C7 -2.179 1.160 -3.151
H9 -2.861 0.024 -4.853
H10 -2.367 -0.957 -3.495
H11 -2.035 2.039 -3.801
H12 -3.160 1.331 -2.676
N1 0.554 -0.420 1.076
C8 0.319 -0.391 2.222
C9 0.107 -0.330 3.643
C10 -1.164 -0.129 4.221
C11 -1.294 0.020 5.607
C12 -0.174 -0.048 6.441
C13 1.084 -0.257 5.874
C14 1.226 -0.402 4.492
H13 -2.043 -0.080 3.576
H14 -2.278 0.189 6.042
H15 -0.276 0.058 7.524
H16 1.969 -0.309 6.506
H17 2.209 -0.561 4.042

Here are the Löwdin charges for atoms 1 to 2, given in e: 0.97, 0.03

---

Record 3
Here is C23H22AlBrN2S as an isolated structure from the Open Molecules 2025 dataset. Energies are from wB97M-V/def2-TZVPD.

- Charge: +2
- HOMO-LUMO gap: 7.26 eV
- E_LUMO: -7.1 eV
- ΔE to the lowest compared entry with this formula, charge and spin: 0.0 kJ/mol

Positions of all 50 atoms, in Å:
Al1 0.407 0.742 0.947
C1 3.423 -0.676 -5.230
C2 3.456 0.535 -4.286
C3 4.646 1.439 -4.644
C4 2.166 1.334 -4.475
C5 3.618 0.041 -2.852
C6 4.767 -0.703 -2.504
C7 4.988 -1.188 -1.236
C8 4.023 -0.925 -0.265
S1 3.990 -1.388 1.412
C9 2.500 -0.617 1.619
N1 2.034 -0.035 0.507
C10 2.885 -0.196 -0.586
C11 2.673 0.290 -1.873
C12 1.705 -0.525 2.856
C13 2.113 -1.108 4.047
C14 1.308 -0.977 5.171
C15 0.115 -0.273 5.103
C16 -0.294 0.312 3.907
C17 0.490 0.197 2.768
H1 3.309 -0.337 -6.260
H2 2.587 -1.337 -4.994
H3 4.342 -1.259 -5.176
H4 4.539 1.798 -5.668
H5 5.595 0.908 -4.581
H6 4.697 2.305 -3.982
H7 2.100 1.670 -5.509
H8 2.145 2.225 -3.840
H9 1.279 0.727 -4.273
H10 5.511 -0.902 -3.263
H11 5.880 -1.754 -1.006
H12 1.776 0.854 -2.097
H13 3.043 -1.659 4.110
H14 1.616 -1.427 6.105
H15 -0.503 -0.178 5.985
H16 -1.230 0.855 3.881
C18 0.172 5.870 -1.077
C19 -0.272 4.437 -1.073
C20 -1.220 3.945 -1.969
C21 -1.629 2.613 -1.945
C22 -1.047 1.820 -0.996
Br1 -1.412 -0.033 -0.732
N2 -0.131 2.251 -0.118
C23 0.253 3.541 -0.153
H17 -0.261 6.410 -1.915
H18 1.257 5.939 -1.147
H19 -0.135 6.368 -0.157
H20 -1.654 4.612 -2.704
H21 -2.365 2.226 -2.635
H22 0.994 3.843 0.577

Here are the Löwdin charges for atoms 1 to 2, given in e: 0.46, -0.03

---

Record 4
Here is the molecule C2HN3O2 at a distorted geometry from the Open Molecules 2025 dataset. Energies are from wB97M-V/def2-TZVPD.

- Charge: 0
- HOMO-LUMO gap (alpha / beta): 7.25 / 6.40 eV
- E_LUMO (alpha / beta): -0.5 / -4.3 eV
- ΔE to the lowest compared entry with this formula, charge and spin: 460.1 kJ/mol
- 2S+1: 3

Positions of all 8 atoms, in Å:
C1 0.014 -0.566 0.074
C2 -1.302 0.167 0.208
N1 -0.638 0.289 -0.966
N2 0.675 1.184 -0.722
N3 1.182 0.280 0.067
O1 2.226 0.130 0.680
O2 -2.431 0.243 0.663
H1 0.274 -1.727 -0.003

Here are the Löwdin charges for atoms 1 to 2, given in e: -0.07, -0.40

---

Record 5
Here is a 4-piece molecular cluster, C19H37N3O10 overall at a distorted geometry from the Open Molecules 2025 dataset. Energies are from wB97M-V/def2-TZVPD.

- Charge: 0
- HOMO-LUMO gap: 9.33 eV
- E_LUMO: 0.5 eV

Positions of all 69 atoms, in Å:
C1 -0.067 3.287 0.408
C2 -0.463 2.454 -0.795
C3 -1.288 3.110 -1.864
N1 -0.106 1.249 -0.962
C4 -0.005 0.394 0.171
C5 -1.338 0.162 0.903
O1 -2.429 0.599 0.636
N2 -0.989 -0.727 1.900
C6 -0.037 -1.699 1.291
C7 0.398 -1.059 -0.065
N3 1.799 -1.251 -0.387
H1 -0.755 3.135 1.245
H2 -0.133 4.343 0.156
H3 0.949 3.052 0.716
H4 -0.951 2.753 -2.836
H5 -2.336 2.850 -1.716
H6 -1.218 4.197 -1.819
H7 0.665 0.754 0.976
H8 -1.745 -1.155 2.416
H9 -0.616 -2.593 1.047
H10 0.756 -1.985 1.978
H11 -0.243 -1.411 -0.880
H12 2.194 -2.055 0.079
H13 2.354 -0.432 -0.184
C8 3.260 5.358 6.045
C9 1.853 5.907 5.965
O2 1.026 5.145 5.067
C10 0.583 3.984 5.547
O3 0.790 3.543 6.648
O4 -0.137 3.391 4.596
C11 -0.628 2.093 4.945
H14 3.699 5.291 5.049
H15 3.880 6.010 6.659
H16 3.264 4.362 6.485
H17 1.856 6.913 5.549
H18 1.382 5.950 6.947
H19 -1.182 2.122 5.881
H20 0.198 1.388 5.022
H21 -1.289 1.790 4.138
C12 3.805 -6.971 0.732
C13 3.275 -6.037 1.796
O5 2.034 -5.420 1.403
C14 0.956 -6.198 1.498
O6 0.928 -7.331 1.901
O7 -0.095 -5.497 1.071
C15 -1.326 -6.229 1.041
H22 3.897 -6.448 -0.221
H23 4.786 -7.348 1.022
H24 3.137 -7.819 0.591
H25 3.959 -5.205 1.952
H26 3.141 -6.547 2.750
H27 -1.529 -6.685 2.008
H28 -1.291 -6.995 0.269
H29 -2.098 -5.503 0.803
C16 -3.550 1.360 -4.993
C17 -2.681 0.198 -5.414
O8 -2.749 -0.043 -6.832
C18 -2.051 0.800 -7.588
O9 -1.365 1.710 -7.198
O10 -2.236 0.463 -8.866
C19 -1.592 1.330 -9.803
H30 -4.578 1.217 -5.329
H31 -3.544 1.456 -3.907
H32 -3.190 2.295 -5.421
H33 -3.030 -0.727 -4.959
H34 -1.643 0.346 -5.117
H35 -0.533 1.427 -9.577
H36 -2.062 2.312 -9.795
H37 -1.724 0.866 -10.776

Here are the Löwdin charges for atoms 1 to 2, given in e: -0.02, -0.39

---

Record 6
Here is a 2-piece molecular cluster, C2H7NO2 overall at a distorted geometry from the Open Molecules 2025 dataset. Energies are from wB97M-V/def2-TZVPD.

- Charge: 0
- HOMO-LUMO gap: 10.56 eV
- E_LUMO: 1.0 eV
- ΔE to the lowest compared entry with this formula, charge and spin: 132.0 kJ/mol

Positions of all 12 atoms, in Å:
C1 -0.111 0.013 -0.540
N1 -1.404 0.328 -0.179
C2 -1.641 1.674 0.395
O1 0.241 -1.146 -0.602
H1 0.521 0.895 -0.618
H2 -2.095 -0.398 -0.189
H3 -1.457 2.451 -0.326
H4 -0.906 1.863 1.190
H5 -2.661 1.635 0.727
H6 3.268 -1.190 0.177
H7 1.858 -1.607 0.824
O2 2.498 -0.921 0.647

Here are the Löwdin charges for atoms 1 to 2, given in e: -0.35, -0.03

---

Question: charge of number 2 (C14H17Cl2IrN)?
Answer: 0